Model w:
A 2-piece molecular cluster, C3H2N2 overall, computed with ωB97M-V with the def2-TZVPD basis set.

Properties
HOMO-LUMO gap (alpha / beta): 8.56 / 5.40 eV
Highest occupied orbital energy (alpha / beta): -10.3 / -8.6 eV
Multiplicity: 1
Net charge: 0

Last column: natural (NBO) charge in e.
Positions of all 7 atoms, in Å:
C -2.264 -0.055 0.000  0.06
C 1.152 0.091 0.694  0.07
C 1.224 -0.244 -0.607  0.09
N -3.159 0.653 -0.082  -0.56
N 0.434 -1.060 0.105  -0.15
H 0.894 0.781 1.413  0.26
H 1.719 -0.166 -1.522  0.24


Model x:
C3H2N2 as an isolated structure, computed with ωB97M-V with the def2-TZVPD basis set.

Properties
HOMO-LUMO gap: 11.01 eV
Highest occupied orbital energy: -12.2 eV
Multiplicity: 1
Net charge: 0

Last column: natural (NBO) charge in e.
Positions of all 7 atoms, in Å:
C -1.292 0.065 -0.023  0.20
C 1.208 -0.854 -0.225  0.22
C -0.047 0.668 0.241  -0.36
N -2.282 -0.472 -0.241  -0.22
N 1.929 -1.633 -0.625  -0.38
H 0.286 1.449 -0.420  0.27
H 0.198 0.778 1.292  0.27


Model y:
C3H2N2 as an isolated structure, computed with ωB97M-V with the def2-TZVPD basis set.

Properties
HOMO-LUMO gap: 8.30 eV
Highest occupied orbital energy: -9.8 eV
Multiplicity: 1
Net charge: 0

Last column: natural (NBO) charge in e.
Positions of all 7 atoms, in Å:
C -0.027 -1.457 0.096  -0.10
C 1.258 -0.573 -0.021  0.34
C -0.647 0.003 0.080  -0.44
N 1.586 0.627 0.073  -0.22
N 0.340 1.072 0.044  -0.17
H -0.972 0.056 -0.983  0.31
H -1.540 0.273 0.710  0.28


Of them, model y has the lowest stability.